No. 1
23
Properties=species:S:1:pos:R:3:forces:R:3 method="wB97M-V/def2-TZVPD" charge=-1
C 0.0449 -1.3488 1.2795 -1.8 -0.7 1.2
C -1.1996 -0.9434 1.1237 0.8 1.7 -2.0
C 0.9445 0.5836 -0.0064 -2.5 -0.2 0.9
C 1.0398 -0.5225 0.7860 4.8 0.4 -1.7
C -1.5504 0.3045 0.3637 -1.0 0.0 -1.5
C -0.4127 0.8703 -0.4473 1.2 2.6 -2.8
N -2.1169 1.2313 1.3211 0.2 1.7 0.4
N -0.7756 2.5018 -1.1645 2.1 -2.1 3.8
O 2.8783 -2.3237 -0.2907 1.2 0.1 1.4
O -0.0336 0.4838 -3.4340 0.3 0.4 0.4
O 2.7889 -1.9117 2.1872 0.2 0.3 -0.8
O 0.7952 -1.2952 -1.9089 -0.4 0.2 -0.5
S 2.7840 -1.1715 0.8932 -1.2 -0.1 0.9
S -0.3218 -0.3839 -2.2849 -0.4 -0.9 0.4
H 0.1972 -2.2173 1.9018 0.7 -0.1 -0.1
H -2.0309 -1.3591 1.5311 -2.1 -1.6 1.3
H 1.8193 1.0182 -0.4418 0.3 0.3 -0.2
H -2.3873 0.0709 -0.3807 0.9 0.1 0.7
H -1.6199 1.1072 2.2056 -0.1 0.2 -0.2
H -1.8496 2.1746 0.9617 -0.5 -0.7 0.5
H 2.1430 -2.3488 -0.8826 -1.5 0.5 -0.9
H -1.2523 2.4405 -2.0247 -0.2 -0.7 -1.2
H 0.1154 3.0392 -1.2880 -1.1 -1.2 0.0

***

No. 2
Here is a cluster of 2 separate species, C3H3NO2 in total from OMol25. Energies are from ωB97M-V/def2-TZVPD.

```
9
Properties=species:S:1:pos:R:3:forces:R:3
C -0.7893 1.6261 0.0180 -1.2 1.2 0.3
C -1.0837 -1.9316 -0.5942 -0.5 -0.6 0.1
C 1.0700 -0.0017 0.0834 1.6 2.2 1.8
N -0.1196 0.6984 -0.1999 0.6 -1.8 -0.1
O -1.7326 -2.4775 0.1505 0.2 0.3 -0.3
O -1.5529 2.4951 0.1479 -0.5 0.9 0.2
H 0.9203 -1.0325 0.3229 -0.2 -0.4 0.5
H 1.7007 0.5936 0.9037 -1.3 -1.6 -1.6
H 1.5870 0.0300 -0.8325 1.3 -0.2 -1.0
```
Forces are in eV/Å.

Atomic charges from the natural (NBO) analysis, expressed in e, are listed below: atom 1 (C): 0.85, atom 2 (C): 0.50, atom 3 (C): -0.40, atom 4 (N): -0.54, atom 5 (O): -0.50, atom 6 (O): -0.54, atom 7 (H): 0.21, atom 8 (H): 0.20, atom 9 (H): 0.21

***

No. 3
93
Properties=species:S:1:pos:R:3:forces:R:3 method="wB97M-V/def2-TZVPD" smiles="NC(N)=O.NC(N)=O.NC(N)=O.CCO.CCO.CCO.CCO.CCO.CO.CO.CO.CO"
C -3.5102 -25.2590 0.2451 0.5 -1.1 1.4
C -3.4543 -26.1578 1.4972 -1.6 0.0 -0.1
O -2.3829 -27.0227 1.3318 0.5 -1.1 0.1
H -2.9939 -25.7361 -0.5774 0.0 -0.1 -0.1
H -3.1003 -24.3370 0.4758 1.5 1.8 0.2
H -4.4683 -24.9470 -0.0217 -2.0 -0.2 -0.5
H -4.3712 -26.7772 1.5528 0.1 0.5 0.1
H -3.3246 -25.6966 2.5176 -0.5 0.5 -1.0
H -2.5833 -27.7296 1.9578 0.8 -0.3 -0.3
C -1.4199 -21.9955 -0.8139 0.5 1.3 -2.6
C -1.2222 -22.3707 0.5921 1.3 -1.9 -1.5
O -2.3019 -21.9770 1.3664 0.2 1.2 1.3
H -1.3914 -20.8870 -1.0416 -0.2 -1.1 0.4
H -2.2991 -22.4393 -1.2529 -0.9 0.2 0.3
H -0.6918 -22.4467 -1.4967 0.6 0.2 0.4
H -0.1834 -22.1883 0.8819 -0.3 1.0 0.8
H -1.2009 -23.4401 0.6026 -0.3 -0.9 0.1
H -2.0550 -21.0654 1.5654 -0.7 0.3 0.4
C 2.8575 -27.9115 4.2200 0.7 1.0 -1.1
C 4.0873 -27.6475 3.2862 -1.7 -2.1 0.9
O 4.0450 -26.3834 2.7313 -0.5 1.7 0.7
H 2.8243 -27.0542 4.8843 0.1 -0.4 0.7
H 2.9404 -28.8901 4.7201 -0.1 0.6 -0.1
H 1.9214 -27.8319 3.6516 0.3 -0.5 -0.2
H 3.9871 -28.2774 2.4379 0.1 -1.4 -0.6
H 5.0069 -27.8838 3.8053 0.3 0.3 0.2
H 4.8499 -26.2423 2.2730 1.1 0.4 -0.8
C 4.2952 -23.8424 -0.1358 -0.6 -0.3 1.0
C 2.8184 -23.7492 -0.3292 0.8 1.7 -0.9
O 2.2000 -23.1077 0.7615 0.2 1.0 -1.2
H 4.7361 -22.9140 0.1526 0.5 0.6 -0.4
H 4.7327 -24.3879 -0.9312 0.8 -0.1 -1.0
H 4.3665 -24.4735 0.7115 0.6 -0.8 1.2
H 2.4834 -24.7260 -0.4968 -1.1 -1.6 -0.1
H 2.6638 -23.2070 -1.2595 -0.6 0.4 0.0
H 1.8131 -23.8020 1.2637 -0.4 -0.7 1.0
C 3.2992 -21.6347 3.4256 -1.4 -0.3 -1.4
C 4.3492 -21.2680 2.3866 -0.4 -0.7 0.1
O 5.0095 -20.0715 2.7661 0.2 0.4 0.2
H 3.8294 -21.8275 4.3417 0.0 -0.1 0.7
H 2.6256 -22.5223 3.1540 1.3 1.3 0.2
H 2.6394 -20.7704 3.4888 -0.2 -0.1 0.5
H 3.9454 -21.2077 1.3473 0.3 0.4 1.0
H 5.0669 -22.0661 2.4276 0.7 -0.6 -0.5
H 5.3680 -20.1888 3.6663 -0.3 0.0 -0.7
C 0.6999 -25.6804 2.0167 -1.8 -6.4 -2.7
O 0.8133 -26.8785 1.3632 0.5 5.3 2.5
N 1.6603 -25.0719 2.6395 4.5 0.5 1.2
N -0.4788 -25.1556 2.2396 -1.5 0.7 0.1
H 2.6287 -25.5217 2.6376 -1.5 0.7 0.0
H 1.4392 -24.3371 3.3269 0.4 -0.6 -0.8
H -1.2609 -25.5661 1.7357 0.4 -0.2 0.3
H -0.6079 -24.3003 2.9311 0.3 -1.9 -2.3
C 0.2538 -29.5192 -0.8336 -4.7 3.8 5.9
O -0.8346 -29.4882 -0.0040 4.8 -0.7 -3.9
N 1.2030 -28.5743 -0.6723 1.9 0.7 -0.3
N 0.3174 -30.2495 -1.8936 1.2 -3.7 -3.7
H 1.0016 -27.8738 0.0623 0.3 -0.4 -0.2
H 2.0540 -28.3685 -1.2939 -2.3 -0.9 1.2
H -0.4754 -30.8198 -2.1213 -0.2 -0.1 0.4
H 1.2119 -30.6758 -2.2089 -1.0 0.9 0.4
C -0.1079 -22.5660 4.1254 2.2 8.5 1.0
O 0.1244 -21.2104 3.9211 -1.2 -7.1 0.6
N 0.6494 -23.3260 4.8715 3.4 1.0 2.1
N -1.1387 -23.1978 3.6273 -1.5 1.8 -2.1
H 1.4953 -22.8917 5.3164 -1.5 -0.4 -0.7
H 0.5767 -24.3416 4.9623 -0.3 -0.1 0.2
H -1.5766 -22.7127 2.8835 -1.0 1.0 -0.9
H -1.7485 -23.8089 4.0358 -1.4 -1.7 2.2
C 3.9491 -24.7767 5.6378 -0.1 1.2 1.3
O 4.7625 -25.8477 5.8489 -1.0 -3.4 0.6
H 3.5638 -24.8127 4.6450 -0.7 0.3 -0.7
H 4.5901 -23.9289 5.7761 -0.2 1.3 -0.2
H 3.1820 -24.7576 6.4415 0.1 0.0 -0.7
H 5.6628 -25.6642 5.8053 2.1 0.8 -0.2
C -0.9348 -26.0714 5.3417 -0.9 -2.2 1.3
O 0.4532 -25.9019 5.1209 -0.9 1.0 2.0
H -1.4024 -25.4353 6.0902 0.6 0.7 -0.1
H -1.0721 -27.0826 5.7802 -0.1 0.3 -0.4
H -1.5023 -26.0612 4.4214 -0.1 0.2 -0.3
H 0.5690 -26.3148 4.3014 0.9 -1.2 -2.0
C -0.4988 -29.1054 3.2174 1.9 0.4 0.3
O -0.2607 -29.3372 4.6021 0.5 -1.4 1.0
H 0.4127 -29.4045 2.6799 -0.6 -0.1 -0.4
H -0.4930 -28.0121 3.0987 -0.6 -0.4 -0.3
H -1.3697 -29.6281 2.8580 -0.3 0.0 -0.3
H 0.2347 -30.1910 4.7292 -0.9 1.4 -0.4
C -0.4059 -25.7044 -1.6818 1.2 -2.7 0.7
O -0.9935 -25.7268 -2.9422 0.1 -1.1 -1.0
H -0.8369 -26.4135 -0.9604 -0.3 0.0 -0.2
H -0.4418 -24.7765 -1.2358 0.0 2.3 0.6
H 0.6386 -26.0613 -1.7637 -0.1 0.6 0.2
H -0.6167 -26.5641 -3.2926 -0.9 0.9 -0.2

***

No. 4
22
Properties=species:S:1:pos:R:3:forces:R:3 method="wB97M-V/def2-TZVPD" smiles=CCC[NH2+]CCN charge=+1
N 2.7886 -0.5055 1.3710 -0.6 0.2 -0.1
C 1.3434 -0.3185 1.5754 1.3 0.2 -1.0
C 0.6013 -0.9868 0.4249 -1.8 -0.5 1.3
N 0.3488 -0.0886 -0.7261 -0.5 0.6 -1.9
C -1.0016 -0.3990 -1.3973 -0.2 -1.7 0.8
C -2.1434 0.3139 -0.7326 -1.0 1.2 0.6
C -2.0137 1.8756 -0.5931 0.4 -1.6 -0.4
H 0.3442 0.9104 -0.5066 0.0 -0.1 0.4
H 3.0084 -1.4565 1.6399 0.3 0.0 0.0
H 3.3355 0.1106 1.9523 0.1 0.1 0.1
H 1.0651 0.7424 1.4826 0.3 -0.1 0.3
H 1.0149 -0.6290 2.5635 -0.4 -0.4 -0.1
H -0.3839 -1.2274 0.8511 0.0 0.2 -0.4
H 0.9213 -1.9268 -0.0281 0.7 0.1 0.5
H 1.0986 -0.1826 -1.4141 0.1 -0.1 0.1
H -1.0923 -0.3515 -2.4817 1.0 0.8 0.0
H -1.1024 -1.4787 -1.2180 -0.1 0.2 0.0
H -3.0045 0.1801 -1.3994 0.2 -0.3 0.2
H -2.4481 -0.1065 0.2404 0.3 -0.1 -0.4
H -1.4337 2.1996 -1.4564 -0.2 0.6 -0.1
H -3.0291 2.2540 -0.6341 0.2 0.5 0.1
H -1.4990 2.1888 0.3160 -0.2 0.0 0.0

***

Taking the records one at a time from the top gives LUMO energy values of 3.22, 0.74, 0.26, -2.91 eV.
Taking the records one at a time from the top gives relative energy (zero: lowest compared OMol25 entry of this formula, charge and spin) values of 0.196, 1.406, 2.343, 1.091 eV.